Record 1
DFT (ωB97M-V with the def2-TZVPD basis set) results for the ion C7H18NSi2 with charge +1.

Values from the calculation:
**HOMO**: -0.5002 Ha
**Total charge**: +1
**Molecular weight**: 172.40 g/mol
**SMILES**: C=[N+]1[Si](C)(C)CC[Si]1(C)C
**HOMO-LUMO gap**: 0.3382 Eh
**E**: -24790.8494 eV

Geometry (Å):
C -0.994 0.506 -1.728
N -0.411 0.118 -0.614
Si -1.229 -0.532 0.860
C -2.638 0.637 1.042
C -1.629 -2.252 0.333
C 0.254 -0.358 1.986
C 1.640 -0.472 1.380
Si 1.518 0.312 -0.570
C 1.629 2.190 -0.557
C 2.175 -0.571 -2.083
H -0.590 0.543 -2.777
H -2.069 0.685 -1.664
H -2.182 1.659 0.808
H -3.527 0.488 0.314
H -3.088 0.650 1.967
H -0.711 -2.884 0.183
H -2.118 -2.789 1.239
H -2.329 -2.357 -0.468
H 0.127 -0.859 2.924
H 0.233 0.672 2.251
H 2.199 0.266 1.970
H 2.198 -1.447 1.392
H 1.007 2.761 -1.378
H 1.067 2.597 0.418
H 2.575 2.586 -0.329
H 2.040 0.104 -2.931
H 3.227 -0.771 -1.816
H 1.629 -1.483 -2.153

Record 2
DFT (ωB97M-V with the def2-TZVPD basis set) results for a structure of composition C7H18O3Si2.

Values from the calculation:
**HOMO**: -0.3878 Ha
**Total charge**: 0
**Molecular weight**: 206.39 g/mol
**HOMO-LUMO gap**: 0.4177 Eh
**E**: -29450.3654 eV

Geometry (Å):
C 2.789 -1.170 0.920
C 3.217 -0.315 -0.269
C 4.434 0.537 0.103
C 2.112 0.600 -0.858
Si 0.301 0.201 -0.627
O -0.465 1.600 -0.170
Si -1.919 1.631 0.621
C -3.274 1.064 -0.567
C -4.166 -0.107 -0.147
O -3.566 -0.954 0.848
C -3.212 -2.188 0.434
O -3.290 -3.153 1.119
H 2.333 -0.569 1.713
H 2.084 -1.952 0.640
H 3.660 -1.668 1.350
H 3.546 -0.990 -1.065
H 5.193 -0.048 0.624
H 4.134 1.372 0.740
H 4.879 0.977 -0.791
H 2.293 0.705 -1.931
H 2.232 1.607 -0.442
H -0.314 -0.282 -1.891
H 0.009 -0.821 0.404
H -1.822 0.790 1.826
H -2.173 3.032 1.016
H -2.807 0.835 -1.528
H -3.910 1.936 -0.743
H -5.106 0.244 0.273
H -4.422 -0.712 -1.020
H -2.769 -2.202 -0.580

Record 3
DFT (ωB97M-V with the def2-TZVPD basis set) results for a cluster of 3 separate species, C7H18O6S3 in total.

Values from the calculation:
**HOMO**: -0.3361 Ha
**Total charge**: 0
**Molecular weight**: 294.42 g/mol
**HOMO-LUMO gap**: 0.3559 Eh
**E**: -52336.6408 eV

Geometry (Å):
O 1.723 2.513 3.926
C 0.492 2.412 3.706
O 0.085 2.090 2.380
C 0.068 0.633 2.278
C 0.119 0.135 0.746
S 0.666 1.477 -0.446
O 2.033 1.921 0.062
O -0.281 2.655 -0.520
H -0.320 2.517 4.498
H 1.036 0.270 2.794
H -0.872 0.248 2.828
H -0.841 -0.419 0.404
H 0.962 -0.656 0.702
H 0.805 0.992 -1.761
C -3.407 1.306 -1.875
S -3.399 1.399 -0.073
O -2.734 0.162 0.436
C -5.181 1.185 0.130
H -2.378 1.379 -2.229
H -3.835 0.355 -2.197
H -3.988 2.136 -2.280
H -5.497 0.241 -0.319
H -5.703 2.019 -0.342
H -5.408 1.173 1.196
C 3.293 -3.955 -2.081
S 2.610 -2.629 -1.064
O 1.941 -1.658 -1.984
C 4.201 -1.919 -0.591
H 2.467 -4.516 -2.518
H 3.907 -3.533 -2.879
H 3.893 -4.620 -1.457
H 4.757 -1.625 -1.482
H 4.770 -2.651 -0.016
H 4.016 -1.039 0.027

Record 4
DFT (ωB97M-V with the def2-TZVPD basis set) results for an isolated molecule of C7H18OSi.

Values from the calculation:
**HOMO**: -0.3751 Ha
**Total charge**: 0
**Molecular weight**: 146.31 g/mol
**SMILES**: CC(C)C[C@@H](C)CO[SiH3]
**HOMO-LUMO gap**: 0.4090 Eh
**E**: -17475.7855 eV

Geometry (Å):
C 1.733 -1.750 0.449
C 1.674 -0.583 -0.597
C 3.155 -0.141 -0.939
C 0.956 0.676 -0.058
C -0.552 0.429 0.304
C -0.885 1.341 1.535
C -1.465 0.802 -0.906
O -2.370 -0.218 -1.328
Si -3.602 -0.583 -0.202
H 1.031 -2.540 0.127
H 2.733 -2.176 0.572
H 1.317 -1.370 1.401
H 1.183 -0.934 -1.518
H 3.907 -0.773 -0.451
H 3.285 -0.130 -2.034
H 3.315 0.898 -0.603
H 1.447 0.946 0.900
H 1.073 1.564 -0.704
H -0.616 -0.625 0.612
H -0.518 0.834 2.445
H -1.951 1.589 1.620
H -0.278 2.258 1.440
H -1.959 1.776 -0.712
H -0.795 0.986 -1.767
H -3.126 -0.326 1.175
H -4.874 0.095 -0.475
H -3.817 -2.045 -0.285

Record 5
DFT (ωB97M-V with the def2-TZVPD basis set) results for a structure of composition C7H19Br2Mn2N5O14S.

Values from the calculation:
**HOMO (alpha / beta)**: -0.5798 / -0.5797 Ha
**Total charge**: +2
**Molecular weight**: 699.00 g/mol
**HOMO-LUMO gap (alpha / beta)**: 0.2797 / 0.2783 Eh
**Expectation value of S²**: 30.01
**Spin multiplicity**: 11
**E**: -257215.7822 eV

Geometry (Å):
Mn -2.835 -11.350 -2.055
Mn -5.773 -13.107 2.062
S -4.135 -12.135 0.160
O -4.642 -11.944 -1.240
O -2.725 -11.656 -0.045
O -4.985 -11.386 1.119
O -4.221 -13.502 0.697
Br -7.411 -16.032 -1.450
C -5.485 -15.927 -1.493
C -5.130 -14.891 -2.549
Br -3.236 -14.508 -2.663
H -5.103 -16.904 -1.773
H -5.113 -15.629 -0.519
H -5.579 -13.942 -2.266
H -5.516 -15.190 -3.517
C -3.059 -13.116 5.624
N -3.123 -13.050 4.140
O -4.195 -12.687 3.631
O -2.177 -13.355 3.496
H -2.097 -12.752 5.957
H -3.234 -14.153 5.905
H -3.887 -12.520 5.989
C -0.075 -13.297 0.806
N -0.095 -12.696 -0.549
O 0.612 -11.748 -0.743
O -0.750 -13.250 -1.429
H -0.776 -12.713 1.394
H 0.926 -13.182 1.201
H -0.388 -14.330 0.723
C -6.974 -8.780 0.376
N -8.199 -9.614 0.288
O -8.768 -9.638 -0.790
O -8.608 -10.144 1.300
H -6.712 -8.606 1.413
H -7.189 -7.832 -0.105
H -6.152 -9.288 -0.118
C -9.217 -13.076 -0.764
N -8.619 -13.241 0.580
O -9.263 -13.710 1.445
O -7.439 -12.845 0.766
H -10.193 -13.536 -0.745
H -8.551 -13.610 -1.437
H -9.189 -12.012 -0.984
C -3.512 -9.396 3.122
N -2.855 -9.178 4.422
O -2.627 -8.049 4.757
O -2.508 -10.183 5.016
H -3.343 -10.416 2.809
H -3.051 -8.743 2.385
H -4.573 -9.181 3.199

Record 6
DFT (ωB97M-V with the def2-TZVPD basis set) results for a structure of composition C7H19F2MgO7.

Values from the calculation:
**HOMO (alpha / beta)**: -0.6040 / -0.5688 Ha
**Total charge**: +2
**Molecular weight**: 277.52 g/mol
**HOMO-LUMO gap (alpha / beta)**: 0.3199 / 0.0992 Eh
**Expectation value of S²**: 0.75
**Spin multiplicity**: 2
**E**: -32760.7295 eV

Geometry (Å):
Mg -3.925 12.206 20.729
F -4.818 12.586 22.468
C -8.286 13.917 24.001
C -8.380 12.580 23.198
O -8.965 12.915 21.995
C -9.147 14.230 21.955
O -9.777 14.777 21.052
O -8.543 14.870 23.057
F -9.113 11.766 23.988
H -7.411 13.990 24.647
H -9.128 13.928 24.692
H -7.442 12.047 23.042
C -6.565 10.013 25.068
O -6.146 11.291 25.018
H -6.913 9.752 26.068
H -7.375 9.896 24.348
H -5.839 9.256 24.774
H -5.746 11.565 24.189
C -1.733 12.228 22.812
O -1.912 12.248 21.423
H -0.735 12.466 23.181
H -2.344 13.030 23.225
H -2.071 11.245 23.142
H -1.170 12.729 21.051
C -6.625 12.845 19.678
O -5.338 12.406 19.287
H -7.353 12.139 19.278
H -6.745 12.838 20.761
H -6.787 13.840 19.263
H -5.313 12.285 18.335
C -4.836 16.149 24.118
O -4.337 15.345 23.044
H -4.643 15.649 25.068
H -4.299 17.093 24.212
H -5.888 16.359 23.928
H -4.682 14.450 23.077